This record from the Open Molecules 2025 dataset describes a structure of composition C38H44F6FeN5O4S2. The level of theory is ωB97M-V/def2-TZVPD.

Summary:
E_HOMO (spin up / spin down) in hartree: -0.1466 / -0.2057
Frontier orbital gap (spin up / spin down) in eV: 5.83 / 7.49
E_tot in hartree: -4708.54316
Spin multiplicity: 5
Net charge: -1

Last column: Löwdin charge in e.
Geometry (Å):
Fe -0.8505 -0.9789 -0.6784  0.649
C 2.0630 -1.6240 -3.8596  -0.058
C 2.4338 -0.8871 -2.5712  -0.366
C 3.5424 0.1369 -2.8233  -0.048
C 2.8171 -1.8589 -1.4699  -0.144
C 3.8921 -2.7180 -1.6629  -0.043
C 4.2753 -3.6080 -0.6741  -0.081
C 3.5739 -3.6455 0.5187  -0.048
C 2.4886 -2.8040 0.7622  -0.151
C 1.7509 -2.9917 2.0794  -0.344
C 1.3007 -1.7296 2.8171  -0.052
C 0.5664 -3.9405 1.8818  -0.058
C 2.1205 -1.9012 -0.2487  -0.189
N 1.0650 -0.9712 -0.0497  0.045
C 1.4420 0.2687 0.2616  -0.182
C 0.4557 1.2821 0.2179  -0.156
N -0.7476 0.9330 -0.1932  0.048
C -1.7603 1.9307 -0.2133  -0.190
C -1.9870 2.6504 -1.3927  -0.147
C -2.9537 3.6505 -1.3742  -0.035
C -3.6783 3.9194 -0.2262  -0.070
C -3.4364 3.1948 0.9308  -0.037
C -2.4760 2.1915 0.9638  -0.132
C -2.1522 1.4830 2.2676  -0.303
C -3.3663 0.8242 2.9256  -0.238
C -1.5027 2.4498 3.2618  -0.036
C -1.1620 2.4112 -2.6455  -0.363
C -2.0260 2.2457 -3.8951  -0.059
C -0.1434 3.5374 -2.8467  -0.052
C 1.0754 2.5628 0.6056  -0.072
C 0.6549 3.8560 0.7569  -0.019
C 1.6099 4.8375 1.1391  -0.065
C 2.9292 4.5375 1.3584  -0.030
C 3.3904 3.2013 1.2049  -0.163
C 4.7187 2.7260 1.3846  -0.033
C 5.0011 1.3988 1.1898  -0.070
C 4.0132 0.4504 0.8091  -0.005
C 2.7244 0.8818 0.6303  -0.080
C 2.4423 2.2608 0.8350  -0.079
H 1.7201 -0.9144 -4.6158  0.077
H 1.2751 -2.3563 -3.6814  0.074
H 2.9263 -2.1568 -4.2676  0.072
H 1.5531 -0.3342 -2.2399  0.112
H 4.4495 -0.3493 -3.1920  0.076
H 3.7959 0.6794 -1.9109  0.067
H 3.2234 0.8615 -3.5757  0.078
H 4.4379 -2.6861 -2.5988  0.108
H 5.1172 -4.2711 -0.8320  0.097
H 3.8677 -4.3448 1.2939  0.110
H 2.4718 -3.4983 2.7309  0.123
H 0.4173 -1.2887 2.3594  0.051
H 2.0953 -0.9816 2.8643  0.077
H 1.0220 -2.0003 3.8373  0.084
H -0.1933 -3.4654 1.2606  0.043
H 0.0930 -4.1670 2.8381  0.081
H 0.8800 -4.8785 1.4156  0.085
H -3.1461 4.2201 -2.2754  0.109
H -4.4332 4.6961 -0.2307  0.098
H -3.9999 3.4227 1.8286  0.107
H -1.4364 0.6883 2.0594  0.110
H -3.0979 0.5779 3.9593  0.103
H -4.7341 -0.6545 2.4985  0.078
H -4.2096 1.5201 2.9532  0.113
H -2.2034 3.2354 3.5604  0.080
H -0.6258 2.9322 2.8290  0.061
H -1.1905 1.9110 4.1583  0.084
H -0.6027 1.4849 -2.4970  0.116
H -2.5679 3.1686 -4.1192  0.072
H -2.7586 1.4512 -3.7740  0.060
H -1.3911 2.0197 -4.7556  0.077
H -0.6501 4.4937 -3.0038  0.079
H 0.4722 3.3380 -3.7274  0.075
H 0.5173 3.6432 -1.9849  0.063
H -0.3773 4.1416 0.5966  0.113
H 1.2737 5.8600 1.2595  0.100
H 3.6248 5.3166 1.6483  0.105
H 5.5036 3.4154 1.6730  0.104
H 6.0173 1.0505 1.3300  0.098
H 4.2931 -0.5859 0.6687  0.108
F -5.9758 -1.7554 -0.8112  0.093
C -4.7247 -1.9317 -1.2681  -0.718
F -4.8075 -2.4825 -2.4861  0.106
F -4.1267 -2.8295 -0.4639  0.082
S -3.8175 -0.2810 -1.2880  0.864
O -2.4769 -0.8486 -1.8103  -0.534
O -4.5400 0.3866 -2.3801  -0.457
N -3.8093 -0.3656 2.2003  -0.182
S -2.7957 -1.7583 2.3511  0.732
O -2.0403 -1.5779 3.5993  -0.429
O -1.9124 -1.6338 1.1519  -0.505
C -2.9832 -4.2594 2.3728  -0.520
F -2.5334 -4.8078 1.2204  0.062
F -2.3548 -4.8738 3.3852  0.082
F -4.2897 -4.5340 2.4714  0.076
N -0.0978 -3.9953 -1.3505  0.011
N -1.0993 -2.9888 -1.1326  -0.080
H -0.4555 -4.8862 -1.0215  0.075
H 0.7013 -3.7638 -0.7707  0.033
H -1.6963 -3.2161 -0.3360  0.048
H -1.6983 -2.9559 -1.9512  0.088

---

This record from the Open Molecules 2025 dataset describes a cluster of 2 separate species, C4H6IN2P in total. The level of theory is ωB97M-V/def2-TZVPD.

Summary:
E_HOMO (spin up / spin down) in hartree: -0.3362 / -0.3127
Frontier orbital gap (spin up / spin down) in eV: 7.43 / 8.07
E_tot in hartree: -904.46368
Spin multiplicity: 1
Energy above the lowest of the compared OMol25 structures with the same formula, charge and spin in kcal per mole: 69.8
Net charge: 0

Last column: Löwdin charge in e.
Geometry (Å):
C 0.8127 2.7601 1.2512  -0.177
C 0.9404 2.4656 -0.0641  -0.154
C 1.0288 0.6888 1.1515  -0.290
C -0.6723 -2.0568 0.1023  0.075
N 0.9060 1.6487 1.9518  0.067
N 1.1610 1.1107 -0.1493  -0.501
P 1.0870 0.1858 -1.5183  0.469
I 3.3841 -0.4959 -1.5391  0.315
H 0.4113 3.7445 1.5891  0.121
H 0.9646 3.0586 -0.9638  0.102
H 1.2520 -0.3470 1.3621  0.109
H 0.3302 -2.0872 -0.2316  -0.091
H -1.4543 -2.1260 -0.5923  -0.023
H -0.6952 -1.4056 0.9596  -0.023

---

This record from the Open Molecules 2025 dataset describes a cluster of 12 separate species, C33H90O15 in total. The level of theory is ωB97M-V/def2-TZVPD.

Summary:
E_HOMO in hartree: -0.3498
Frontier orbital gap in eV: 9.47
E_tot in hartree: -2439.78505
Spin multiplicity: 1
Energy above the lowest of the compared OMol25 structures with the same formula, charge and spin in kcal per mole: 33.8
Net charge: 0

Last column: Löwdin charge in e.
Geometry (Å):
C -1.4896 4.9821 1.9261  -0.282
C -1.6901 3.8373 1.0020  -0.239
O -2.2686 2.7234 1.6286  -0.079
O -2.6552 5.6895 2.0448  -0.023
H -0.7842 5.6236 1.3979  0.126
H -1.1578 4.5041 2.8479  0.124
H -0.7513 3.5191 0.5487  0.117
H -2.3695 4.0747 0.1834  0.126
H -2.5820 2.1823 0.9002  0.046
H -3.3081 5.0276 2.2837  0.091
C 2.7947 -3.7120 -0.1690  -0.245
C 3.3665 -3.5895 -1.5931  -0.197
O 2.3569 -3.2367 -2.5307  -0.099
O 2.5121 -2.4439 0.2990  -0.081
H 3.5104 -4.2063 0.4879  0.122
H 1.8430 -4.2425 -0.1971  0.114
H 3.8713 -4.4928 -1.9357  0.124
H 4.1601 -2.8466 -1.6733  0.124
H 1.8778 -2.5591 -2.0481  0.055
H 2.0450 -2.5516 1.1307  0.043
C -4.1369 0.8273 -2.4114  -0.189
C -4.2356 1.6148 -1.1011  -0.158
O -3.4467 0.8055 -0.1556  -0.099
O -2.7962 0.8009 -3.0067  -0.082
H -4.7824 1.0839 -3.2514  0.119
H -4.3934 -0.1928 -2.1254  0.094
H -5.2604 1.8143 -0.7877  0.125
H -3.8340 2.6067 -1.3079  0.114
H -4.0923 0.3382 0.3795  0.025
H -2.7689 0.2918 -3.8201  0.093
C -0.3316 -4.7873 2.6918  -0.055
C 0.0133 -3.4782 3.2719  -0.483
C 0.0857 -3.4139 4.7888  -0.042
O 1.3140 -3.1658 2.7731  -0.067
H -0.1477 -4.9909 1.6369  0.081
H -1.4103 -4.9351 2.7423  0.079
H 0.0777 -5.6163 3.2693  0.089
H -0.6081 -2.6763 2.8734  0.115
H 0.7591 -4.1897 5.1531  0.081
H -0.8297 -3.6360 5.3372  0.086
H 0.4651 -2.4957 5.2374  0.085
H 1.8949 -3.6500 3.3644  0.097
C -6.0237 -2.2253 -0.0523  -0.044
C -5.3240 -1.9669 1.2636  -0.433
C -3.9190 -2.5322 1.4173  -0.028
O -5.2097 -0.5241 1.3719  -0.078
H -6.9609 -1.6767 0.0412  0.085
H -6.1908 -3.2897 -0.2174  0.085
H -5.4477 -1.9963 -0.9488  0.066
H -6.0023 -2.2588 2.0654  0.138
H -3.9543 -3.6195 1.4844  0.085
H -3.3671 -2.1873 2.2917  0.061
H -3.3550 -2.3108 0.5113  0.064
H -6.1033 -0.1749 1.4063  0.100
C -0.5132 -1.0401 -0.5784  -0.032
C 0.0661 0.3603 -0.4652  -0.459
C 1.6338 0.4554 -0.4283  -0.011
O -0.3515 1.1379 -1.5396  -0.061
H -0.0111 -1.6392 -1.3381  0.065
H -1.5462 -1.0562 -0.9259  0.062
H -0.3030 -1.5347 0.3699  0.077
H -0.4161 0.7586 0.4275  0.117
H 2.1324 -0.0293 -1.2677  0.078
H 2.0103 0.0784 0.5226  0.059
H 1.8453 1.5236 -0.3806  0.067
H -1.2682 0.9513 -1.7552  0.043
C 3.2549 5.7248 3.8555  -0.046
C 3.4234 5.0295 2.4905  -0.432
C 2.0553 4.4261 2.0294  -0.059
O 3.6207 6.0186 1.4714  -0.070
H 2.4023 6.4035 3.8309  0.079
H 4.1060 6.2988 4.2218  0.075
H 2.9634 5.0304 4.6435  0.075
H 4.1866 4.2559 2.4051  0.103
H 1.8461 3.6592 2.7752  0.079
H 2.0676 3.9452 1.0513  0.070
H 1.2610 5.1718 2.0604  0.061
H 3.3669 5.6169 0.6373  0.074
C 0.7881 5.2879 -4.1164  -0.050
C 0.3773 3.9217 -3.6053  -0.510
C 0.6650 2.8430 -4.5835  -0.075
O 1.0679 3.5775 -2.4023  -0.070
H 0.1176 5.7437 -4.8449  0.080
H 1.7820 5.2358 -4.5610  0.080
H 0.8513 5.9445 -3.2486  0.077
H -0.6713 3.9054 -3.3082  0.133
H 0.2767 1.8661 -4.2954  0.070
H 1.7372 2.7977 -4.7744  0.084
H 0.2989 3.0929 -5.5793  0.079
H 0.5786 2.8694 -1.9772  0.030
C 5.0123 0.4700 0.9445  -0.057
C 6.2096 0.8726 1.7967  -0.489
C 6.4214 2.3494 1.9986  -0.056
O 6.0156 0.2646 3.0724  -0.061
H 4.9618 -0.6185 0.9157  0.078
H 5.0303 0.8181 -0.0882  0.085
H 4.0765 0.8328 1.3698  0.067
H 7.1228 0.4160 1.4152  0.135
H 5.7173 2.7096 2.7487  0.065
H 6.1824 2.9522 1.1224  0.079
H 7.4482 2.5590 2.2984  0.082
H 5.0824 0.3657 3.2739  0.076
C -0.7664 -4.9148 -2.7685  -0.048
C -2.2483 -5.1540 -2.9215  -0.446
C -3.1042 -4.0149 -2.2486  -0.056
O -2.6329 -5.1833 -4.3112  -0.057
H -0.4457 -4.0659 -3.3724  0.066
H -0.1837 -5.8087 -2.9909  0.089
H -0.5610 -4.5724 -1.7543  0.068
H -2.5320 -6.1078 -2.4766  0.127
H -4.1805 -4.0842 -2.4066  0.065
H -2.8101 -3.0109 -2.5546  0.071
H -3.0282 -3.9472 -1.1634  0.052
H -3.5913 -5.1808 -4.3674  0.075
C 1.1052 -2.1959 -5.5710  -0.059
C 2.6319 -1.9256 -5.5422  -0.427
C 2.8922 -0.8134 -4.5599  -0.059
O 3.4192 -3.0960 -5.1425  -0.071
H 0.7819 -2.9850 -6.2500  0.075
H 0.5318 -1.3638 -5.9795  0.069
H 0.6239 -2.4134 -4.6175  0.051
H 2.9426 -1.6979 -6.5618  0.133
H 3.9453 -0.5334 -4.5345  0.087
H 2.5741 -1.1520 -3.5739  0.054
H 2.2875 0.0532 -4.8276  0.069
H 3.1885 -3.3335 -4.2414  0.029
C -1.7480 -0.0767 3.6063  -0.062
C -2.3604 1.0302 4.4029  -0.506
C -2.3398 0.7387 5.8567  -0.066
O -1.6564 2.2658 4.2538  -0.051
H -0.6865 -0.1986 3.8214  0.089
H -1.7900 0.0593 2.5256  0.064
H -2.1911 -1.0697 3.6828  0.058
H -3.3817 1.1886 4.0564  0.137
H -3.0070 -0.0460 6.2134  0.081
H -2.4885 1.6252 6.4732  0.084
H -1.3359 0.3982 6.1103  0.079
H -1.7963 2.4870 3.3301  0.019

---

This record from the Open Molecules 2025 dataset describes a structure of composition BrH24O12Zn. The level of theory is ωB97M-V/def2-TZVPD.

Summary:
E_HOMO in hartree: -0.4467
Frontier orbital gap in eV: 8.10
E_tot in hartree: -5270.43470
Spin multiplicity: 1
Net charge: +1

Last column: Löwdin charge in e.
Geometry (Å):
Zn -0.5776 1.8059 -0.4663  0.358
Br 0.7790 -0.1709 0.3429  0.245
O 3.3458 -2.4351 0.1296  -0.088
H 3.4535 -1.9820 -0.7067  -0.039
H 2.6437 -1.9582 0.5722  -0.086
O -0.7432 2.7862 1.2990  -0.024
H -0.5270 2.3628 2.1297  0.092
H -1.0893 3.6429 1.5492  0.095
O -2.3614 0.7479 -0.1814  -0.058
H -3.2521 0.7167 -0.5304  0.088
H -2.3328 0.0441 0.4667  0.017
O 3.9343 -1.3353 -2.3346  -0.027
H 3.4146 -1.6112 -3.0896  0.060
H 3.7708 -0.3950 -2.2614  0.040
O -2.8762 -1.8417 0.9683  -0.026
H -2.4745 -2.0175 1.8192  0.079
H -3.8048 -1.7147 1.1630  0.082
O 1.1077 2.8256 -0.9842  -0.048
H 1.9689 2.6851 -1.3776  0.096
H 1.0657 3.7692 -0.8291  0.086
O 2.4783 0.5436 3.4355  -0.076
H 2.6294 1.4871 3.3790  0.022
H 2.7690 0.2029 2.5896  -0.012
O -2.4770 -2.7065 -1.5165  -0.055
H -3.0830 -2.0978 -1.9389  0.020
H -2.5860 -2.5424 -0.5798  -0.033
O -1.6321 3.4229 -1.2519  -0.005
H -1.5254 3.8562 -2.0987  0.099
H -2.3408 3.9035 -0.8241  0.097
O -0.6157 1.0278 -2.3108  -0.054
H -1.2942 0.9616 -2.9827  0.099
H 0.2069 0.9266 -2.7896  0.086
O 0.5306 -1.4112 4.1786  -0.052
H 0.7124 -2.3381 4.0235  0.037
H -0.3329 -1.2679 3.7913  0.005
O 0.1990 -3.3995 -1.2627  -0.076
H 0.7889 -3.9269 -0.7240  0.032
H 0.1276 -2.5669 -0.7958  -0.075

---

This record from the Open Molecules 2025 dataset describes a structure of composition C32H48B2MnO34. The level of theory is ωB97M-V/def2-TZVPD.

Summary:
E_HOMO (spin up / spin down) in hartree: -0.3110 / -0.3110
Frontier orbital gap (spin up / spin down) in eV: 8.02 / 8.02
E_tot in hartree: -5007.51712
Spin multiplicity: 6
Energy above the lowest of the compared OMol25 structures with the same formula, charge and spin in kcal per mole: 61.7
Net charge: 0

Last column: Löwdin charge in e.
Geometry (Å):
Mn 0.4762 0.2932 -0.3366  0.982
O -5.6516 -4.6815 3.1513  0.110
C -4.4460 -4.6477 2.8724  -0.356
O -3.8820 -4.6058 1.6784  0.228
B -2.4431 -4.5713 1.7528  -0.874
O -2.1586 -4.9065 3.1865  0.215
C -3.2961 -4.8891 3.8864  -0.359
O -3.4270 -5.0425 5.0860  0.148
O -1.9011 -3.3072 1.2852  0.241
C -1.0087 -3.4393 0.3351  -0.310
O -0.3208 -2.5388 -0.2063  0.068
C -0.9758 -4.9332 -0.0193  -0.400
O -1.8475 -5.5242 0.7630  0.244
O -0.1835 -5.3966 -0.7928  0.139
O -0.8119 -1.0452 7.6079  0.098
C -0.3088 -1.5963 6.6087  -0.318
O 0.5246 -1.1115 5.6957  0.230
B 0.6088 -2.0198 4.5881  -0.925
O -0.2546 -3.2036 4.9183  0.233
C -0.7574 -3.0247 6.1095  -0.335
O -1.4781 -3.8364 6.7530  0.100
O 0.2486 -1.3300 3.3817  0.290
C 1.2757 -1.1171 2.6158  -0.316
O 1.3231 -0.6248 1.5115  0.071
C 2.4972 -1.8324 3.3024  -0.289
O 2.0314 -2.3205 4.4306  0.260
O 3.6915 -1.8953 2.8917  0.069
C 0.3651 -0.0391 -6.6089  -0.061
C -0.9685 -0.2582 -5.8951  -0.178
O -0.8656 -0.1500 -4.4599  0.015
C -0.4912 -1.1182 -3.6187  -0.513
O -0.2161 -0.8920 -2.4642  0.100
O -0.2496 -2.2885 -4.3008  -0.021
C 0.3611 -3.3420 -3.5873  -0.015
H 0.9461 0.7576 -6.1444  0.072
H 0.2745 0.1712 -7.6746  0.084
H 1.0096 -0.9123 -6.5084  0.064
H -1.3205 -1.2629 -6.1287  0.125
H -1.6176 0.5354 -6.2652  0.122
H 0.6260 -4.2240 -4.1704  0.109
H -0.4233 -3.6445 -2.8936  0.090
H 1.2070 -2.9944 -2.9942  0.095
C -4.0400 -0.9743 3.4586  -0.026
C -3.9435 0.3678 2.7516  -0.171
O -2.7577 0.3865 1.9123  0.041
C -2.6696 -0.1343 0.6741  -0.465
O -1.5983 0.0482 0.0788  0.030
O -3.7915 -0.7191 0.2305  0.032
C -3.9102 -1.2888 -1.0160  -0.043
H -4.1428 -1.7553 2.7053  0.074
H -4.8269 -1.1027 4.2018  0.095
H -3.1783 -1.1666 4.0979  0.089
H -3.8473 1.1907 3.4599  0.119
H -4.8417 0.6695 2.2128  0.122
H -3.5407 -2.3133 -0.9721  0.107
H -3.3223 -0.7730 -1.7753  0.079
H -4.9172 -1.3412 -1.4300  0.108
C 3.6345 -0.3561 -4.8356  -0.046
C 3.4449 -0.0077 -3.3628  -0.196
O 3.6797 -1.2020 -2.6801  0.065
C 3.1365 -1.4766 -1.5296  -0.507
O 2.2159 -0.8769 -0.9562  0.031
O 3.7750 -2.5992 -1.1197  0.028
C 3.2966 -3.3470 0.0380  0.007
H 3.3247 0.4789 -5.4640  0.071
H 2.9663 -1.1393 -5.1938  0.070
H 4.6620 -0.6233 -5.0827  0.086
H 2.4162 0.3189 -3.2099  0.123
H 4.0962 0.8087 -3.0508  0.127
H 3.0968 -4.3882 -0.2153  0.096
H 2.3228 -3.0139 0.3969  0.080
H 4.0624 -3.4176 0.8105  0.091
C -0.5525 2.5936 5.4899  -0.026
C 0.2877 3.2093 4.3842  -0.226
O 0.1574 2.3164 3.3164  0.034
C -0.3782 2.5371 2.1036  -0.475
O -0.0947 1.8456 1.1422  0.071
O -1.2270 3.5857 2.2125  0.001
C -1.9775 3.9443 1.0787  -0.010
H -0.1327 1.6252 5.7619  0.078
H -1.5856 2.5584 5.1439  0.087
H -0.4009 3.2275 6.3636  0.084
H 1.3402 3.4509 4.5321  0.129
H -0.1183 4.1810 4.1032  0.115
H -2.5786 3.0814 0.7921  0.091
H -1.3890 4.1231 0.1788  0.083
H -2.5972 4.7848 1.3912  0.113
C 4.6535 4.5624 -2.7093  -0.054
C 4.6934 3.9234 -1.3396  -0.187
O 3.5708 3.0367 -1.2513  0.012
C 3.3532 2.1086 -0.3501  -0.483
O 2.2557 1.5839 -0.2302  0.058
O 4.4641 1.8472 0.4479  -0.015
C 4.4619 0.9172 1.5019  -0.034
H 3.8308 5.2746 -2.7740  0.070
H 4.4501 3.9140 -3.5616  0.082
H 5.5936 5.1032 -2.8180  0.087
H 4.6935 4.6568 -0.5332  0.135
H 5.5758 3.3100 -1.1574  0.125
H 3.6264 1.0963 2.1786  0.103
H 5.3967 1.1406 2.0160  0.103
H 4.5594 -0.1343 1.2316  0.091
C -4.2077 2.0043 -2.2442  -0.041
C -2.8623 1.8749 -2.9669  -0.159
O -2.0475 3.0420 -2.6613  0.066
C -0.8528 2.9783 -2.0834  -0.536
O -0.2115 1.9846 -1.7089  0.058
O -0.3892 4.2042 -1.9635  -0.001
C 0.9533 4.4596 -1.6532  -0.026
H -4.1349 2.2414 -1.1828  0.075
H -4.7971 1.1021 -2.4080  0.074
H -4.8346 2.8137 -2.6183  0.081
H -3.0149 1.8765 -4.0461  0.124
H -2.3259 0.9392 -2.8098  0.089
H 1.1168 5.5353 -1.7183  0.106
H 1.5153 3.9344 -2.4255  0.102
H 1.1974 4.1616 -0.6335  0.098